# C2H3BrN2S

C2H3BrN2S as an isolated structure (wB97M-V/def2-TZVPD, OMol25).

```
9
Properties=species:S:1:pos:R:3:mulliken_charge:R:1
C 0.06 0.35 -1.55 -0.53
C 0.95 -0.18 -2.13 -0.20
N -0.13 -0.49 1.26 0.08
N -0.28 0.74 0.95 -0.30
S -0.76 -1.22 2.53 -0.18
Br -1.27 1.63 2.12 0.03
H -0.68 0.95 -0.94 0.42
H 1.75 -0.75 -2.60 0.38
H 0.35 -1.02 0.37 0.29
```

- multiplicity = 1
- lowest unoccupied orbital energy (alpha / beta) (eV) = -0.7 / -0.7
- HOMO-LUMO gap (alpha / beta) (eV) = 8.330 / 8.327
- energy relative to the best compared isomer or geometry (same formula, charge and spin) (kJ/mol) = 500.0
- E_HOMO (alpha / beta) (eV) = -9.011 / -9.010

---

# C4H9NOS2

An isolated ion of composition C4H9NOS2 and charge -1 (wB97M-V/def2-TZVPD, OMol25).

```
17
Properties=species:S:1:pos:R:3:mulliken_charge:R:1
S -0.88 3.10 -0.96 -0.40
S 0.45 2.56 0.53 -0.31
C 0.33 0.82 1.38 -1.15
C 0.44 -0.33 0.40 0.44
C 1.38 -1.37 0.96 -0.23
O 1.10 -2.58 0.95 -0.61
N -0.85 -0.90 0.07 -0.41
C -1.20 -0.82 -1.35 -0.87
H -0.15 3.14 -2.10 0.09
H -0.48 0.73 2.09 0.40
H 1.28 0.91 1.93 0.31
H 0.94 0.12 -0.48 0.24
H 2.30 -0.97 1.40 0.32
H -0.90 -1.85 0.38 0.31
H -1.54 0.18 -1.57 0.21
H -0.36 -1.07 -2.01 0.31
H -1.87 -1.66 -1.61 0.35
```

- multiplicity = 2
- lowest unoccupied orbital energy (alpha / beta) (eV) = 3.5 / 3.5
- charge = -1
- HOMO-LUMO gap (alpha / beta) (eV) = 3.564 / 7.703
- energy relative to the best compared isomer or geometry (same formula, charge and spin) (kJ/mol) = 114.3
- E_HOMO (alpha / beta) (eV) = -0.031 / -4.226

---

# C4H6N2OS2

One molecule with the formula C4H6N2OS2 (wB97M-V/def2-TZVPD, OMol25).

```
15
Properties=species:S:1:pos:R:3:mulliken_charge:R:1
C -1.00 -0.84 2.00 0.26
C 0.43 -0.26 -1.87 -0.30
C -0.96 0.49 0.06 -0.86
C 0.25 -0.33 -0.35 0.31
N -1.31 0.30 1.49 -0.09
N 0.03 -1.62 0.07 -0.52
O -0.32 0.34 -2.60 -0.46
S -0.89 -1.70 3.30 -0.30
S 1.26 -2.61 0.31 -0.09
H 1.06 -0.95 -2.32 0.44
H -0.79 1.48 -0.36 0.45
H -1.95 0.15 -0.40 0.27
H 1.00 0.16 0.20 0.45
H -1.47 1.19 1.92 0.25
H 2.11 -1.50 0.53 0.18
```

- multiplicity = 1
- lowest unoccupied orbital energy (alpha / beta) (eV) = -0.6 / -0.4
- HOMO-LUMO gap (alpha / beta) (eV) = 6.681 / 7.238
- energy relative to the best compared isomer or geometry (same formula, charge and spin) (kJ/mol) = 375.5
- E_HOMO (alpha / beta) (eV) = -7.285 / -7.653

---

# C6H6INO2

One molecule with the formula C6H6INO2 (wB97M-V/def2-TZVPD, OMol25).

```
16
Properties=species:S:1:pos:R:3:mulliken_charge:R:1
C -1.35 1.10 -0.67 -0.39
C -1.75 0.58 0.61 -0.11
C -0.09 1.07 -1.17 -0.39
C -1.24 -0.27 1.49 -0.39
C 1.19 0.47 -0.68 -0.33
C 1.17 -0.59 0.46 -0.67
N 0.79 -1.80 0.03 1.01
O 0.77 -2.75 0.84 -0.60
O 0.51 -1.89 -1.19 -0.63
I 2.37 -0.54 2.18 0.16
H -2.01 1.78 -1.13 0.39
H -2.71 0.99 0.97 0.29
H 0.08 1.52 -2.04 0.47
H -1.17 -1.16 2.07 0.42
H 1.68 0.21 -1.56 0.39
H 1.75 1.28 -0.21 0.36
```

- multiplicity = 1
- lowest unoccupied orbital energy (alpha / beta) (eV) = -1.9 / -0.6
- HOMO-LUMO gap (alpha / beta) (eV) = 6.626 / 8.229
- energy relative to the best compared isomer or geometry (same formula, charge and spin) (kJ/mol) = 708.7
- E_HOMO (alpha / beta) (eV) = -8.479 / -8.805

---

# C5H14

A 2-piece molecular cluster, C5H14 overall (wB97M-V/def2-TZVPD, OMol25).

```
19
Properties=species:S:1:pos:R:3:mulliken_charge:R:1
C 1.27 0.95 -1.16 -1.02
C 1.38 1.30 0.32 -0.17
C 1.76 0.10 1.22 -1.12
H 0.60 0.14 -1.41 0.17
H 2.25 0.62 -1.50 0.33
H 0.98 1.81 -1.77 0.32
H 2.15 2.04 0.52 0.31
H 0.45 1.67 0.73 0.24
H 1.77 -0.89 0.75 0.30
H 2.77 0.18 1.64 0.34
H 1.10 0.02 2.08 0.29
C -1.56 -1.47 -0.61 -0.35
C -2.57 -0.58 0.17 -0.86
H -1.87 -2.50 -0.43 0.34
H -1.56 -1.14 -1.64 0.24
H -0.60 -1.26 -0.15 -0.19
H -3.51 -0.42 -0.35 0.32
H -2.11 0.39 0.36 0.21
H -2.72 -0.94 1.19 0.29
```

- multiplicity = 1
- SMILES string = CCC.CC
- lowest unoccupied orbital energy (eV) = 1.2
- HOMO-LUMO gap (eV) = 12.467
- energy relative to the best compared isomer or geometry (same formula, charge and spin) (kJ/mol) = 36.6
- E_HOMO (eV) = -11.310

---

# C47H100O12

A 11-piece molecular cluster, C47H100O12 overall (wB97M-V/def2-TZVPD, OMol25).

```
159
Properties=species:S:1:pos:R:3:mulliken_charge:R:1
C 7.75 -2.11 3.11 -0.70
C 6.59 -1.18 3.81 -0.33
C 6.24 0.12 2.95 -0.36
C 4.99 0.97 3.50 -0.54
C 3.69 0.01 3.60 -0.29
C 2.33 0.85 4.00 0.53
C 1.53 0.04 5.14 -1.02
C -0.03 -0.23 4.85 1.05
C -0.76 -1.18 5.89 -0.62
C -2.25 -1.57 5.83 -0.86
C -3.08 -0.99 4.62 0.80
C -2.38 -0.07 3.57 0.43
C -0.86 0.33 3.67 -0.69
C -3.32 0.43 2.36 0.30
O -3.09 1.46 1.68 -0.69
C -4.60 -0.49 2.00 -0.05
C -5.21 -1.33 2.98 -0.70
C -4.64 -1.35 4.49 0.02
O -5.38 -1.60 5.48 -0.59
H 8.17 -1.61 2.18 -0.08
H 7.23 -3.09 2.78 0.21
H 8.54 -2.42 3.87 0.37
H 5.71 -1.89 4.00 0.17
H 7.04 -0.88 4.83 0.32
H 7.18 0.78 2.97 0.36
H 5.99 -0.22 1.89 0.10
H 5.22 1.30 4.58 0.31
H 4.79 1.88 2.81 0.10
H 3.92 -0.75 4.43 0.29
H 3.48 -0.47 2.59 -0.44
H 2.66 1.90 4.36 -0.03
H 1.76 1.01 3.03 0.11
H 1.57 0.62 6.14 0.31
H 1.99 -1.00 5.38 0.44
H -0.14 -1.60 6.77 0.31
H -2.65 -2.27 6.63 0.32
H -0.39 1.02 2.90 0.32
H -5.02 -0.48 0.91 0.36
H -6.09 -2.00 2.72 0.38
C -1.33 3.29 -2.25 -1.50
C -1.76 1.90 -2.70 0.90
C -3.22 1.89 -3.11 -0.84
O -1.56 0.97 -1.63 -0.43
H -1.91 3.62 -1.38 0.32
H -0.28 3.28 -1.95 0.36
H -1.46 4.02 -3.05 0.38
H -1.14 1.58 -3.54 -0.11
H -3.87 2.17 -2.27 0.17
H -3.52 0.88 -3.42 0.16
H -3.41 2.58 -3.94 0.31
H -2.11 1.25 -0.88 0.24
C -0.60 -4.07 0.74 -1.08
C -0.34 -4.20 2.24 0.37
C -1.58 -3.90 3.04 -0.85
O 0.68 -3.29 2.63 -0.41
H -0.91 -3.05 0.49 0.22
H 0.32 -4.27 0.18 0.11
H -1.37 -4.77 0.42 0.45
H 0.02 -5.21 2.46 0.33
H -1.93 -2.88 2.87 -0.07
H -1.38 -3.99 4.11 0.29
H -2.39 -4.60 2.78 0.47
H 0.37 -2.39 2.43 0.20
C -0.80 0.80 -7.78 -1.36
C -1.38 0.61 -6.38 0.56
C -2.10 -0.73 -6.26 -0.84
O -2.30 1.66 -6.10 -0.42
H -1.59 0.79 -8.53 0.31
H -0.30 1.77 -7.85 0.36
H -0.08 0.01 -8.01 0.30
H -0.58 0.67 -5.64 0.25
H -2.93 -0.79 -6.97 0.21
H -2.52 -0.85 -5.26 0.28
H -1.41 -1.56 -6.45 0.10
H -3.01 1.62 -6.76 0.27
C -3.25 1.66 8.10 -0.88
C -4.71 2.08 8.19 0.31
C -5.49 1.15 9.11 -1.19
O -5.29 2.04 6.89 -0.56
H -3.15 0.65 7.69 0.03
H -2.70 2.33 7.42 0.28
H -2.77 1.69 9.08 0.42
H -4.78 3.10 8.55 0.31
H -5.47 0.12 8.74 0.27
H -6.54 1.45 9.16 0.32
H -5.07 1.17 10.12 0.37
H -5.24 1.14 6.56 0.32
C -7.23 2.54 -7.60 -1.29
C -6.27 1.66 -8.37 0.39
C -6.99 0.49 -9.03 -1.33
O -5.27 1.16 -7.49 -0.41
H -7.72 1.98 -6.80 0.32
H -6.70 3.37 -7.13 0.32
H -8.01 2.95 -8.25 0.39
H -5.76 2.25 -9.14 0.26
H -7.47 -0.14 -8.27 0.36
H -6.29 -0.15 -9.57 0.32
H -7.76 0.84 -9.72 0.39
H -5.71 0.63 -6.81 0.26
C 10.99 -1.85 0.39 -1.03
C 10.54 -0.56 -0.28 0.46
C 11.53 -0.11 -1.34 -1.39
O 10.40 0.46 0.71 -0.54
H 11.95 -1.71 0.89 0.34
H 10.27 -2.15 1.16 0.16
H 11.08 -2.66 -0.34 0.36
H 9.55 -0.70 -0.73 0.30
H 12.51 0.09 -0.90 0.35
H 11.20 0.82 -1.81 0.33
H 11.64 -0.87 -2.12 0.37
H 11.27 0.60 1.11 0.34
C 3.13 -3.36 -6.72 -1.42
C 1.67 -2.93 -6.64 0.60
C 0.87 -3.85 -5.73 -1.15
O 1.10 -2.95 -7.94 -0.54
H 3.21 -4.37 -7.14 0.35
H 3.68 -2.70 -7.39 0.35
H 3.60 -3.35 -5.74 0.35
H 1.61 -1.91 -6.27 0.24
H 0.88 -4.88 -6.10 0.35
H -0.17 -3.54 -5.68 0.26
H 1.28 -3.85 -4.71 0.31
H 1.14 -3.85 -8.28 0.34
C 1.94 6.36 3.32 -1.42
C 2.56 4.97 3.27 0.40
C 2.17 4.24 2.00 -0.99
O 2.13 4.22 4.41 -0.52
H 0.85 6.30 3.31 0.36
H 2.22 6.87 4.25 0.34
H 2.27 6.97 2.48 0.38
H 3.65 5.05 3.33 0.28
H 1.08 4.10 1.94 0.27
H 2.61 3.24 1.98 0.11
H 2.50 4.78 1.11 0.43
H 1.16 4.14 4.36 0.34
C -6.82 2.68 -1.00 -1.22
C -7.24 1.29 -1.44 0.53
C -8.71 1.27 -1.85 -1.43
O -7.03 0.37 -0.38 -0.49
H -7.39 3.01 -0.13 0.42
H -5.76 2.67 -0.70 0.19
H -6.95 3.41 -1.80 0.37
H -6.62 0.97 -2.28 0.23
H -9.35 1.54 -1.01 0.36
H -9.00 0.26 -2.16 0.35
H -8.90 1.95 -2.68 0.35
H -7.57 0.65 0.37 0.33
C 3.79 -4.08 -0.49 -1.61
C 3.50 -2.88 0.39 0.70
C 2.73 -1.81 -0.37 -1.18
O 4.72 -2.33 0.87 -0.33
H 4.41 -3.80 -1.35 0.39
H 4.35 -4.84 0.06 0.36
H 2.87 -4.53 -0.86 0.35
H 2.92 -3.19 1.27 0.14
H 3.31 -1.45 -1.23 0.44
H 2.54 -0.94 0.27 0.16
H 1.77 -2.19 -0.74 0.31
H 5.24 -2.04 0.11 0.28
```

- multiplicity = 1
- SMILES string = CCCCCCCc1ccc2c(c1)C(=O)C=CC2=O.CC(C)O.CC(C)O.CC(C)O.CC(C)O.CC(C)O.CC(C)O.CC(C)O.CC(C)O.CC(C)O.CC(C)O
- lowest unoccupied orbital energy (eV) = -1.3
- HOMO-LUMO gap (eV) = 7.697
- E_HOMO (eV) = -9.040

---

Energy across the listed records, respectively: -85974.8069 -29500.5588 -30939.0321 -19996.4064 -5411.6700 -74923.8361 eV.